# 1
Computed, not measured: a molecular structure, C39H33N3O2P2V at a distorted geometry, with ωB97M-V with the def2-TZVPD basis set.

Values from the calculation:
⟨S²⟩: 2.019
Multiplicity: 3
Energy above the lowest of the compared OMol25 structures with the same formula, charge and spin (kJ/mol): 0.0
Net charge: +1
HOMO level (spin up / spin down) (eV): -10.9 / -10.9

XYZ file:
```
80
C39H33N3O2P2V, DFT ωB97M-V with the def2-TZVPD basis set
V -1.06346 0.75059 -0.80045
O -2.32278 -0.34695 -0.37232
C -3.57410 -0.43219 0.16165
C -4.20416 -1.65095 0.29586
C -5.47226 -1.67375 0.86206
C -6.09694 -0.50385 1.28639
C -5.44560 0.70826 1.14791
C -4.17074 0.75521 0.58365
C -3.49252 2.03536 0.43452
N -2.33847 2.17547 -0.10270
N -1.86887 3.51020 -0.17788
C -0.73248 3.50085 -0.77317
O -0.16568 2.35771 -1.19693
C 0.01983 4.75019 -0.99170
C -0.48812 5.96885 -0.54475
C 0.23592 7.12917 -0.75311
C 1.46418 7.08021 -1.40464
C 1.97021 5.86835 -1.85074
C 1.24650 4.70218 -1.64390
H -3.71173 -2.55352 -0.03828
H -5.98241 -2.62138 0.97765
H -7.08568 -0.54135 1.72075
H -5.91683 1.62748 1.47440
H -3.98688 2.93897 0.78383
H -1.44407 5.99423 -0.03987
H -0.15669 8.07691 -0.40960
H 2.02691 7.99080 -1.56375
H 2.92449 5.83072 -2.35933
H 1.62917 3.75273 -1.98611
C 2.48476 -2.10242 -0.61721
N 1.32283 -1.63592 0.18338
P 1.01545 0.05559 0.25548
C 2.59780 0.80869 -0.15900
C 2.80145 1.38144 -1.41006
C 4.04542 1.90041 -1.74394
C 5.08449 1.84566 -0.82772
C 4.88693 1.27024 0.42320
C 3.64787 0.75297 0.75932
C 0.73397 0.53580 1.97989
C 0.42403 -0.37463 2.98356
C 0.09658 0.07927 4.25471
C 0.06501 1.43980 4.52214
C 0.37219 2.35406 3.52068
C 0.70448 1.90586 2.25251
P -0.09845 -2.62166 0.23655
C 0.55370 -4.29237 0.52640
C 0.69087 -4.67775 1.86101
C 1.21599 -5.91956 2.18761
C 1.59067 -6.79738 1.18021
C 1.43957 -6.43559 -0.15180
C 0.92801 -5.18800 -0.47618
C -0.64361 -2.68540 -1.50956
C -1.65097 -3.58416 -1.85469
C -2.33350 -3.46472 -3.05876
C -2.03430 -2.43605 -3.94091
C -1.01663 -1.54771 -3.62642
C -0.33097 -1.67336 -2.42380
H 3.31902 -2.35447 0.03636
H 2.82216 -1.35298 -1.33112
H 2.20181 -2.99044 -1.17535
H 1.98764 1.42580 -2.12263
H 4.20173 2.34932 -2.71617
H 6.05343 2.25221 -1.08571
H 5.70044 1.22990 1.13505
H 3.49352 0.31216 1.73733
H 0.44698 -1.43654 2.78050
H -0.13449 -0.63318 5.03573
H -0.19349 1.78979 5.51292
H 0.35783 3.41575 3.72852
H 0.95656 2.62666 1.48107
H 0.37518 -4.00532 2.65132
H 1.32102 -6.20673 3.22572
H 1.99484 -7.76904 1.43272
H 1.72234 -7.12467 -0.93698
H 0.81007 -4.91710 -1.51826
H -1.91608 -4.38697 -1.17448
H -3.10739 -4.17965 -3.30752
H -2.57746 -2.33629 -4.87081
H -0.74081 -0.76722 -4.32473
H 0.51480 -1.01457 -2.23949
```

# 2
Computed, not measured: a molecular structure, C39H34N3O10S3Y at a distorted geometry, with ωB97M-V with the def2-TZVPD basis set.

Values from the calculation:
Energy above the lowest of the compared OMol25 structures with the same formula, charge and spin (kJ/mol): 184.3
Net charge: -2
HOMO level (eV): -2.9

XYZ file:
```
90
C39H34N3O10S3Y, DFT ωB97M-V with the def2-TZVPD basis set
Y -2.56528 0.08947 -0.86999
C 5.10821 -0.37817 0.02046
O 4.77466 1.00588 -0.14329
C 4.28606 1.65566 0.93413
C 5.18935 2.39824 1.65445
C 4.81095 3.15133 2.76091
C 3.48167 3.12583 3.12356
C 2.55471 2.41436 2.34977
C 2.91368 1.66464 1.27699
N 1.99678 0.91232 0.50052
C 0.58906 0.94291 0.59229
N 0.13546 0.83564 1.84689
C -1.17920 1.02664 2.33630
C -2.28153 0.89224 1.51073
C -3.51785 1.01735 2.20813
C -3.61565 1.29349 3.59598
C -2.47193 1.51768 4.33611
C -1.23395 1.42055 3.67923
O -0.02481 1.62249 4.34911
C 0.27214 0.64370 5.28247
N -0.17632 1.10222 -0.45602
C 0.46224 1.69125 -1.58069
C 0.55060 0.97602 -2.78529
C 1.12012 1.50525 -3.95875
C 1.68528 2.76225 -3.91874
C 1.59559 3.53209 -2.74972
C 0.99239 3.00864 -1.62791
O 0.94245 3.71855 -0.45167
C -0.30465 4.38891 -0.28440
H 5.91272 -0.50062 0.77232
H 5.39659 -0.76559 -0.96484
H 4.23872 -0.94927 0.41049
H 6.20551 2.32443 1.35000
H 5.57569 3.71900 3.28521
H 3.12550 3.68339 3.98351
H 1.48926 2.47039 2.64114
H 2.22264 0.86671 -0.46480
H 0.83639 0.64957 2.54874
H -4.45194 0.89057 1.66238
H -4.57439 1.36476 4.10190
H -2.46746 1.81242 5.36936
H 0.06147 -0.36064 4.96168
H -0.17978 0.84915 6.26902
H 1.35118 0.68653 5.44735
H 0.15507 -0.04305 -2.80605
H 1.12100 0.95793 -4.88774
H 2.09333 3.18865 -4.85691
H 1.95171 4.56499 -2.77449
H -0.35710 5.37714 -0.77247
H -0.45904 4.55235 0.78846
H -1.19804 3.85413 -0.61685
O -2.01328 1.69606 -4.67277
C -2.39832 1.35738 -3.56794
O -2.34786 0.18797 -3.03479
C -3.03747 2.53256 -2.62301
O -3.16734 3.63571 -3.07119
O -3.34981 2.09686 -1.42612
O -1.48427 -1.81787 -0.91908
C -0.67817 -2.90240 -0.85041
C 0.31496 -2.69541 0.28601
C 1.61340 -2.47227 0.48272
C 1.58370 -2.21960 1.90074
C 2.42280 -1.79790 2.82607
S -0.20645 -2.54301 1.99338
C -1.46238 -4.13519 -0.44553
C -1.15364 -5.48434 -0.43770
C -2.21184 -6.26772 0.11269
C -3.29860 -5.47554 0.42584
S -3.04075 -3.81783 0.10194
C 0.08204 -3.12233 -2.16247
C 1.27817 -3.77214 -2.48815
C 1.59759 -3.84737 -3.84937
C 0.66274 -3.20226 -4.62596
S -0.60471 -2.58101 -3.65928
H 2.38933 -2.35143 -0.27615
H 3.43634 -1.53624 2.61380
H 2.07696 -1.62889 3.85023
H -0.17728 -5.88715 -0.71905
H -2.11032 -7.34064 0.19588
H -4.23189 -5.89738 0.83587
H 1.93207 -4.23361 -1.74022
H 2.51332 -4.26887 -4.23466
H 0.74465 -3.13939 -5.70149
C -5.71888 -0.67817 -2.66315
C -5.71726 -1.15342 -1.19026
O -6.74611 -1.64474 -0.71936
O -4.63056 -0.96679 -0.52298
H -6.49556 -1.18642 -3.17833
H -4.77581 -0.98161 -3.12814
H -5.72877 0.41198 -2.69653
```

# 3
Computed, not measured: a molecular structure, C39H35As2N2OPt at a distorted geometry, with ωB97M-V with the def2-TZVPD basis set.

Values from the calculation:
⟨S²⟩: 2.030
Multiplicity: 3
Energy above the lowest of the compared OMol25 structures with the same formula, charge and spin (kJ/mol): 140.8
Net charge: -1
HOMO level (spin up / spin down) (eV): -2.2 / -4.3

XYZ file:
```
80
C39H35As2N2OPt, DFT ωB97M-V with the def2-TZVPD basis set
Pt -0.30306 1.20456 -0.21727
C 1.70298 -1.27896 -1.65239
C 1.31580 -2.01157 -0.36579
As 1.26090 -0.71889 1.15378
C 2.14545 -1.72427 2.62746
C 3.53520 -1.84342 2.57129
C 4.26760 -2.24728 3.67098
C 3.62407 -2.51632 4.87038
C 2.24811 -2.37788 4.95256
C 1.51943 -1.97902 3.84575
C -0.57751 -1.05076 1.68731
C -1.41153 0.06999 1.92237
C -2.75451 -0.19306 2.23091
C -3.25217 -1.48104 2.23835
C -2.43100 -2.56565 1.97018
C -1.08867 -2.33241 1.70924
As 0.29748 -0.65056 -2.92079
C -1.21212 0.04565 -1.83858
C -2.16332 -0.79111 -1.21396
C -3.43182 -0.33687 -0.90384
C -3.81166 0.96557 -1.19232
C -2.91581 1.81506 -1.83147
C -1.64351 1.36677 -2.16973
C -0.57241 -2.36503 -3.35483
C -1.70827 -2.27892 -4.16139
C -2.41136 -3.40475 -4.53828
C -1.99744 -4.65327 -4.10111
C -0.85835 -4.76007 -3.32244
C -0.14324 -3.62902 -2.96726
H 2.34764 -1.90641 -2.28728
H 2.28096 -0.37661 -1.40816
H 2.04684 -2.79759 -0.13680
H 0.33554 -2.48992 -0.45747
H 4.03660 -1.60303 1.63573
H 5.34440 -2.33958 3.60668
H 4.19521 -2.80835 5.74198
H 1.74529 -2.57512 5.89106
H 0.44366 -1.86722 3.92320
H 0.16935 1.41093 2.43503
H -3.40957 0.63046 2.47304
H -4.29686 -1.64431 2.46986
H -2.82365 -3.57408 1.95149
H -0.41649 -3.16778 1.52819
H -1.91725 -1.82994 -1.02580
H -4.13195 -1.00613 -0.42520
H -4.80004 1.31450 -0.92612
H -3.22036 2.82240 -2.08388
H -1.02971 1.95739 -2.84716
H -2.03354 -1.29819 -4.49636
H -3.28405 -3.31648 -5.17105
H -2.55560 -5.53676 -4.37603
H -0.52659 -5.73336 -2.98639
H 0.76084 -3.74508 -2.38351
C -0.80246 1.40884 1.91500
C -1.62246 2.55300 2.29725
C -1.23215 3.38184 3.35708
C -2.06490 4.37738 3.82318
C -3.30466 4.58550 3.24007
C -3.68108 3.81748 2.14817
C -2.85888 2.81240 1.68758
H -0.27499 3.20814 3.83033
H -1.76989 4.97483 4.67597
H -3.96982 5.34251 3.63152
H -4.64096 3.99498 1.68018
H -3.16463 2.21091 0.84318
N 5.93290 2.46780 -3.06541
C 4.70433 3.07470 -3.37660
O 4.61658 3.77066 -4.39365
C 3.63620 2.86532 -2.43818
C 2.32429 3.30759 -2.75205
C 1.29342 3.10472 -1.88605
N 1.42198 2.46406 -0.68830
C 2.68798 2.11577 -0.34244
C 3.77523 2.27867 -1.15070
H 6.58954 2.52087 -3.83191
H 5.88506 1.55951 -2.62999
H 2.17148 3.81401 -3.69230
H 0.30632 3.49703 -2.10136
H 2.80153 1.69671 0.65624
H 4.75014 1.99754 -0.78094
```

# 4
Computed, not measured: a molecular structure, C39H35BIrN6O2PS2 at a distorted geometry, with ωB97M-V with the def2-TZVPD basis set.

Values from the calculation:
⟨S²⟩: 0.758
Multiplicity: 2
Energy above the lowest of the compared OMol25 structures with the same formula, charge and spin (kJ/mol): 141.7
Net charge: +1
HOMO level (spin up / spin down) (eV): -10.4 / -10.3

XYZ file:
```
87
C39H35BIrN6O2PS2, DFT ωB97M-V with the def2-TZVPD basis set
Ir -0.11674 -1.15066 0.79284
C -6.22445 -1.28857 5.21016
C -5.39700 -0.96305 4.00240
C -4.79611 -1.97256 3.25884
C -4.01964 -1.67841 2.15122
C -3.84373 -0.35208 1.78751
C -4.45093 0.67753 2.49962
C -5.22183 0.36193 3.60028
S -2.74149 0.04593 0.49739
O -2.42813 -1.18582 -0.22914
O -3.20899 1.20280 -0.20545
N -1.30633 0.32586 1.20236
C -0.69849 1.49831 1.61674
C -1.21787 2.75776 1.79564
C -0.37755 3.78030 2.28458
C 0.94065 3.56811 2.59512
C 1.50317 2.28163 2.41670
C 2.84913 1.93442 2.68196
C 3.29231 0.66090 2.45123
C 2.40587 -0.30476 1.93935
N 1.14663 -0.00207 1.69629
C 0.67205 1.27169 1.92572
H -6.09457 -2.32666 5.50765
H -7.28373 -1.12165 5.00634
H -5.94762 -0.65432 6.05223
H -4.90872 -3.00340 3.56572
H -3.54070 -2.46685 1.59014
H -4.33067 1.70630 2.18903
H -5.69329 1.15611 4.16591
H -2.24720 2.97088 1.54570
H -0.80399 4.76423 2.42353
H 1.56046 4.36763 2.97586
H 3.52145 2.68897 3.06964
H 4.31340 0.37210 2.65186
H 2.70688 -1.31812 1.71805
S 0.29594 -3.39676 -0.13366
C 1.88396 -3.55685 -0.65333
N 2.15470 -4.60788 -1.49148
C 3.39295 -4.92306 -1.92997
C 4.44217 -4.15136 -1.54390
C 4.12126 -3.07296 -0.69722
N 2.91189 -2.77636 -0.27434
H 1.36885 -5.19021 -1.75172
H 3.47260 -5.78049 -2.58140
H 5.45001 -4.35529 -1.86492
H 4.91238 -2.41916 -0.35137
B -1.77720 -3.32321 4.69225
C -1.17493 -2.57948 3.44183
N -0.73272 -2.03315 2.52379
H -2.52586 -4.16410 4.24387
H -0.84023 -3.80782 5.28094
H -2.35557 -2.48599 5.34572
N 0.44816 -0.35565 -0.87342
P 0.82886 0.59323 -2.05646
C -0.07826 0.24223 -3.56642
C 0.09152 1.02448 -4.70994
C -0.64996 0.75387 -5.84396
C -1.57555 -0.28586 -5.83535
C -1.75567 -1.05382 -4.69720
C -1.00381 -0.79439 -3.55779
C 0.47313 2.32365 -1.70374
C 1.41238 3.34907 -1.73630
C 1.02404 4.65201 -1.45842
C -0.29739 4.93419 -1.14830
C -1.24017 3.91463 -1.12092
C -0.86053 2.61523 -1.40523
C 2.59204 0.38669 -2.37859
C 3.50446 0.79683 -1.40556
C 4.86325 0.64740 -1.61854
C 5.32082 0.06283 -2.79521
C 4.41686 -0.38114 -3.74786
C 3.05295 -0.21909 -3.54231
H 0.79523 1.84939 -4.71065
H -0.52001 1.35611 -6.73241
H -2.16533 -0.48600 -6.71952
H -2.48592 -1.85152 -4.68853
H -1.14716 -1.37753 -2.65561
H 2.44370 3.14934 -1.99363
H 1.75579 5.44775 -1.49098
H -0.59626 5.95190 -0.93552
H -2.27426 4.13107 -0.88880
H -1.60751 1.82879 -1.38219
H 3.14835 1.23944 -0.48305
H 5.56876 0.99570 -0.87524
H 6.38408 -0.03844 -2.96971
H 4.77146 -0.83867 -4.66205
H 2.34950 -0.54399 -4.29873
```

# 5
Computed, not measured: 7 unconnected molecules or ions with the total composition C39H35ClN3O24P at a distorted geometry, with ωB97M-V with the def2-TZVPD basis set.

Values from the calculation:
SMILES string: O=C1C=C(O)C(=O)C=C1O.O=C1C=C(O)C(=O)C=C1O.O=C1C=C(O)C(=O)C=C1O.O=C1C=C(O)C(=O)C=C1O.O=C1C=C(O)C(=O)C=C1O.O=C1C=C(O)C(=O)C=C1O.CP(Cl)CC(N)(N)N
HOMO level (eV): -8.2

XYZ file:
```
103
C39H35ClN3O24P, DFT ωB97M-V with the def2-TZVPD basis set
C -5.09010 1.25104 -5.80045
P -4.10452 0.85373 -4.21824
Cl -3.26781 -1.04991 -4.58013
C -2.79914 2.22176 -4.11341
C -1.45232 1.82320 -3.35752
N -0.60140 3.09066 -3.34424
N -0.64236 0.78219 -4.04101
N -1.67260 1.50035 -1.90610
H -5.80097 2.13394 -5.67315
H -4.29682 1.51681 -6.59847
H -5.62607 0.32839 -6.22597
H -3.25253 3.10268 -3.52605
H -2.62076 2.59423 -5.19110
H -0.78947 3.50980 -4.27317
H 0.39208 2.85768 -3.23547
H -0.68608 0.94839 -5.05200
H 0.32324 0.74673 -3.68585
H -0.95890 0.81256 -1.59337
H -1.41901 2.36473 -1.39054
C -0.51063 -3.15877 1.19293
C -1.32347 -3.57886 2.16516
C -2.75876 -3.17483 2.20735
O -3.47545 -3.59332 3.10076
C -3.25039 -2.27596 1.16003
C -2.43561 -1.85419 0.18929
C -1.00793 -2.27993 0.13304
O -0.29796 -1.88838 -0.77935
O -2.87267 -1.02084 -0.78695
O -0.87656 -4.39272 3.15617
H 0.53107 -3.44619 1.14937
H -4.28838 -1.97624 1.21110
H -2.09995 -0.86665 -1.36268
H -1.65369 -4.55242 3.72757
C -7.22839 5.02841 -1.30257
C -7.25424 6.29485 -0.88140
C -6.56898 7.38065 -1.63975
O -6.62986 8.52789 -1.23507
C -5.83654 7.01327 -2.85583
C -5.80816 5.74660 -3.27458
C -6.51624 4.66575 -2.53111
O -6.48267 3.52347 -2.95442
O -5.13148 5.38871 -4.39881
O -7.90770 6.64764 0.25661
H -7.72304 4.23191 -0.76300
H -5.32894 7.80693 -3.38727
H -5.26562 4.42524 -4.48589
H -7.77955 7.61220 0.34102
C 3.03789 -1.83435 6.41678
C 3.88075 -1.46221 5.45190
C 3.70974 -1.92819 4.04611
O 4.48964 -1.55145 3.18837
C 2.59718 -2.83670 3.75420
C 1.75445 -3.21301 4.72065
C 1.91094 -2.72380 6.12121
O 1.11281 -3.07297 6.97324
O 0.71884 -4.05709 4.46609
O 4.93265 -0.63953 5.71376
H 3.15151 -1.50024 7.43967
H 2.49464 -3.18166 2.73443
H 0.26375 -4.17066 5.32350
H 5.38842 -0.51853 4.85803
C 4.73096 1.85775 -4.05033
C 5.56574 2.20799 -5.03155
C 5.37789 1.71356 -6.42597
O 6.14870 2.06954 -7.29905
C 4.25903 0.80291 -6.68756
C 3.42654 0.44999 -5.70571
C 3.59890 0.96674 -4.31744
O 2.80750 0.63718 -3.44988
O 2.38613 -0.39583 -5.93233
O 6.62115 3.03095 -4.80035
H 4.85483 2.21119 -3.03541
H 4.14404 0.43727 -7.69899
H 1.93650 -0.49350 -5.07059
H 7.06601 3.13150 -5.66419
C -0.79381 -8.05378 -3.05093
C -1.08293 -7.49018 -1.87615
C -1.13469 -6.00855 -1.71657
O -1.42064 -5.52942 -0.63280
C -0.83018 -5.17942 -2.88638
C -0.53763 -5.74316 -4.06048
C -0.51276 -7.22454 -4.22684
O -0.25939 -7.70307 -5.31839
O -0.25053 -4.98907 -5.15370
O -1.34348 -8.24424 -0.77561
H -0.75518 -9.12704 -3.18062
H -0.85374 -4.10568 -2.75278
H -0.07652 -5.62835 -5.87132
H -1.52365 -7.60482 -0.05963
C 5.30796 2.57851 11.04356
C 6.15129 2.95133 10.07797
C 5.97910 2.48433 8.67207
O 6.75741 2.86019 7.81346
C 4.86607 1.57546 8.38197
C 4.02543 1.20049 9.34773
C 4.18096 1.68861 10.74715
O 3.38246 1.33873 11.59859
O 2.98984 0.35594 9.09141
O 7.20218 3.77357 10.33630
H 5.42041 2.91183 12.06653
H 4.76131 1.22909 7.36235
H 2.53035 0.23969 9.94585
H 7.65501 3.89281 9.47918
```